The following is a quantum chemistry calculation of C11H24N4O3P2PtS5 as an isolated structure in a non-equilibrium geometry, from the Open Molecules 2025 dataset.

As for the orbital gap (alpha / beta): 4.25 / 4.24 eV. The total energy is -99887.5033 eV. Its LUMO energy (alpha / beta) is -10.10 / -10.10 eV.

The geometry in ORCA input format:
```
! RIJCOSX wB97M-V def2-TZVPD def2/J DEFGRID3
* xyz 2 1
H 3.11565 -0.44300 2.35868
P -0.91399 0.87783 -1.34756
C 2.38474 1.06056 0.25522
H 2.61826 0.32930 -0.52727
S 5.19265 -7.37567 -0.55193
H -3.69251 -1.37340 -1.50485
C 4.06268 -6.19069 -0.78105
H 3.32496 1.41250 0.68104
N -0.96305 2.23641 -2.28014
P -0.09056 0.47130 1.32326
C -0.00886 2.48434 3.12668
C 0.12164 2.52324 -3.18933
H -2.32531 -1.23393 -2.62647
H -1.96129 -0.26172 3.11559
N -2.41881 0.22109 -1.12846
S 2.39729 -6.41221 -0.32321
H -1.27668 0.52607 4.54923
H -3.37559 -0.00871 0.72859
H 1.49027 -1.11039 2.65109
H 1.86738 1.89993 -0.20074
S 4.43183 -4.62958 -1.46142
O -0.50152 1.48441 0.12945
H -3.01925 1.66209 0.26017
O 0.10171 -0.07511 -1.82972
O -0.74795 -0.84455 1.14442
H 0.75051 3.33120 -2.80694
H 0.13821 2.48271 4.20784
N 1.57520 0.46832 1.29866
H -1.49091 4.07902 -1.41014
C 2.16436 -0.70873 1.89658
C -2.63280 -1.13795 -1.58629
C -1.90667 3.30366 -2.05935
H 0.94946 2.64861 2.63989
H -2.06970 -1.87466 -0.97874
C -1.62989 0.68790 3.52813
H 0.72611 1.62968 -3.32228
S 0.23356 -4.38070 -0.42273
H -2.15405 3.76413 -3.01572
S 2.53965 -2.35309 -1.78443
H 2.35463 -1.48783 1.13082
H -4.33633 0.77555 -0.53657
C -3.33541 0.69073 -0.11017
H -2.46909 1.38739 3.56931
N -0.55697 1.21292 2.71814
H -0.27695 2.83745 -4.15512
C 2.82489 -3.96638 -1.29910
C 1.86529 -4.80845 -0.75161
H -2.81150 2.91049 -1.60881
H -0.68790 3.30702 2.88192
Pt 0.42258 -2.02911 -0.59456
*
```